# 1
{
  "formula": "C40H50N12STi",
  "method": "ωB97M-V/def2-TZVPD",
  "homo_ev": [-12.46, -13.27],
  "orbital_gap_ev": [7.323, 7.282],
  "total_energy_ev": -94113.980,
  "e_above_lowest_kj_mol": 78.1,
  "spin_multiplicity": 3,
  "charge": 2,
  "max_force_ev_per_a": 2.31,
  "elements": ["Ti", "C", "C", "N", "N", "C", "S", "N", "N", "H", "H", "H", "H", "H", "H", "C", "C", "C", "C", "C", "C", "C", "C", "N", "C", "C", "C", "C", "N", "C", "C", "C", "C", "C", "C", "C", "C", "H", "H", "H", "H", "H", "H", "H", "H", "H", "H", "H", "H", "H", "H", "H", "H", "H", "H", "H", "H", "H", "H", "H", "H", "N", "C", "C", "C", "C", "C", "C", "C", "N", "C", "C", "N", "C", "H", "H", "H", "H", "H", "H", "H", "C", "C", "N", "C", "N", "C", "C", "C", "N", "C", "H", "H", "H", "H", "H", "H", "H", "H", "H", "H", "H", "H", "H"],
  "positions_angstrom": [[0.1635, -0.1468, 0.5171], [-0.7128, 3.7476, 4.8826], [0.1449, 2.5563, 4.7384], [0.7743, 1.9505, 5.6871], [1.4261, 0.9149, 5.1289], [1.2035, 0.8435, 3.8033], [1.8188, -0.2230, 2.6907], [0.3785, 1.9070, 3.5393], [-0.1090, 2.1999, 2.2698], [-0.5835, 4.1412, 5.8867], [-1.7617, 3.4807, 4.7582], [-0.4546, 4.5141, 4.1521], [1.9628, 0.2810, 5.7007], [-1.0438, 2.6005, 2.3658], [0.4939, 2.8822, 1.8003], [0.4380, -3.0308, 3.0034], [-0.3444, -2.0440, 3.8232], [-0.2493, -2.1088, 5.2065], [-0.9455, -1.2280, 6.0129], [-1.7568, -0.2702, 5.4351], [-1.8792, -0.1755, 4.0557], [-2.8690, 0.7945, 3.4786], [-1.1483, -1.0482, 3.2374], [-1.2216, -0.9777, 1.8154], [-1.9426, -1.9468, 1.2297], [-2.8603, -2.8542, 1.9887], [-1.7539, -2.1248, -0.1608], [-2.5118, -3.1800, -0.9068], [-0.8046, -1.3735, -0.7315], [-0.4448, -1.6942, -2.0672], [0.5504, -2.6714, -2.2572], [1.1836, -3.3329, -1.0659], [0.9074, -3.0323, -3.5476], [0.2906, -2.4500, -4.6419], [-0.7085, -1.5163, -4.4515], [-1.1102, -1.1463, -3.1715], [-2.3088, -0.2543, -3.0193], [1.4405, -3.1400, 3.4168], [0.5261, -2.7170, 1.9558], [-0.0395, -4.0098, 3.0346], [0.3686, -2.8722, 5.6513], [-0.8690, -1.2902, 7.0854], [-2.3246, 0.3998, 6.0633], [-3.8342, 0.3001, 3.3579], [-2.5418, 1.1586, 2.5091], [-3.0216, 1.6270, 4.1606], [-3.0507, -2.4677, 2.9861], [-2.4172, -3.8462, 2.0903], [-3.8066, -2.9748, 1.4650], [-3.5837, -3.0775, -0.7481], [-2.2251, -4.1715, -0.5538], [-2.3140, -3.1298, -1.9744], [1.3762, -2.6079, -0.2588], [2.1162, -3.8177, -1.3444], [0.5171, -4.1041, -0.6781], [1.6505, -3.8001, -3.6977], [0.5732, -2.7492, -5.6379], [-1.2229, -1.0924, -5.3009], [-2.1521, 0.6954, -3.5279], [-2.5387, -0.0790, -1.9708], [-3.1709, -0.7309, -3.4866], [7.3765, -1.7201, -7.2167], [6.7976, -1.4251, -6.2751], [6.0572, -1.0553, -5.1255], [5.1244, -1.9431, -4.5887], [4.3887, -1.5747, -3.4834], [4.5837, -0.3238, -2.9045], [5.5146, 0.5635, -3.4350], [6.2444, 0.2007, -4.5492], [3.8307, 0.0316, -1.7668], [4.2315, 0.8247, -0.7325], [3.2004, 0.8453, 0.1571], [2.1652, 0.0761, -0.3147], [2.5857, -0.3883, -1.4791], [4.9877, -2.9146, -5.0373], [3.6763, -2.2645, -3.0568], [5.6611, 1.5358, -2.9914], [6.9590, 0.8851, -4.9765], [5.1983, 1.2819, -0.6867], [3.1610, 1.3592, 1.0993], [1.9986, -0.9745, -2.1604], [-4.1632, 3.0286, -0.2351], [-3.9341, 1.5694, 0.1171], [-2.4999, 1.3545, 0.1579], [-1.6268, 1.9490, -0.7054], [-0.3698, 1.5569, -0.6148], [0.6066, 2.2163, -1.4835], [0.1838, 3.6205, -1.8957], [-1.2077, 3.5439, -2.4955], [-2.0851, 2.9189, -1.5220], [-3.4904, 3.2878, -1.5729], [-3.7182, 3.6658, 0.5305], [-5.2279, 3.2516, -0.2967], [-4.4162, 0.9223, -0.6258], [-4.3493, 1.3300, 1.0968], [-2.1452, 0.4991, 0.5882], [0.7543, 1.6073, -2.3885], [1.5566, 2.2909, -0.9445], [0.9004, 4.0228, -2.6096], [0.1559, 4.2777, -1.0246], [-1.1956, 2.9678, -3.4290], [-1.5880, 4.5433, -2.7189], [-3.9990, 2.7221, -2.3630], [-3.5520, 4.3486, -1.8246]],
  "lowdin_charge": [0.95, 0.02, -0.32, 0.15, 0.08, -0.68, 0.83, -0.07, 0.13, 0.10, 0.08, 0.09, 0.17, 0.10, 0.12, -0.07, -0.27, -0.04, -0.06, -0.05, -0.22, -0.03, -0.27, -0.05, -0.27, 0.02, -0.26, 0.02, -0.03, -0.24, -0.25, -0.02, -0.05, -0.04, -0.02, -0.21, -0.01, 0.08, 0.04, 0.10, 0.12, 0.12, 0.12, 0.10, 0.03, 0.08, 0.09, 0.11, 0.09, 0.10, 0.11, 0.09, 0.06, 0.09, 0.10, 0.12, 0.12, 0.12, 0.08, 0.05, 0.10, 0.20, -0.18, -0.21, 0.01, 0.01, -0.17, 0.01, 0.01, 0.02, 0.00, -0.18, -0.08, -0.11, 0.13, 0.10, 0.12, 0.13, 0.14, 0.07, 0.12, -0.13, -0.16, 0.06, -0.38, -0.04, -0.20, -0.13, -0.13, -0.02, -0.13, 0.12, 0.13, 0.13, 0.11, 0.07, 0.13, 0.10, 0.13, 0.12, 0.13, 0.13, 0.14, 0.13]
}

# 2
{
  "formula": "C40H50N6OReSi2",
  "method": "ωB97M-V/def2-TZVPD",
  "homo_ev": [-13.49, -13.37],
  "orbital_gap_ev": [7.425, 7.169],
  "total_energy_ev": -71155.905,
  "e_above_lowest_kj_mol": 20.5,
  "spin_multiplicity": 2,
  "charge": 2,
  "max_force_ev_per_a": 0.68,
  "elements": ["Re", "C", "C", "C", "C", "C", "C", "C", "N", "C", "N", "C", "C", "C", "C", "C", "C", "C", "N", "C", "C", "C", "C", "C", "C", "C", "H", "H", "H", "H", "H", "H", "H", "H", "H", "H", "H", "H", "H", "H", "H", "H", "H", "H", "H", "H", "H", "H", "C", "Si", "C", "C", "C", "C", "C", "C", "C", "C", "N", "Si", "C", "C", "C", "H", "H", "H", "H", "H", "H", "H", "H", "H", "H", "H", "H", "H", "H", "H", "H", "H", "H", "H", "H", "H", "H", "N", "C", "O", "C", "C", "C", "N", "C", "C", "H", "H", "H", "H", "H", "H"],
  "positions_angstrom": [[-0.9577, 0.3761, -0.1250], [4.8304, -2.4030, 1.5386], [5.0398, -1.0409, 2.1355], [6.0328, -0.8073, 3.0816], [6.2262, 0.4492, 3.6341], [5.4336, 1.5147, 3.2336], [4.4483, 1.3154, 2.2805], [4.2483, 0.0436, 1.7535], [3.2495, -0.1662, 0.7514], [1.9424, 0.1286, 0.8577], [1.4906, 0.4049, 2.0987], [0.3802, 1.1871, 2.4639], [-0.6728, 1.4657, 1.5686], [-1.6619, 2.3536, 2.0467], [-1.6418, 2.8722, 3.3185], [-0.6281, 2.4923, 4.1969], [0.3898, 1.6475, 3.7950], [1.4751, 1.2499, 4.7607], [1.1242, 0.1213, -0.2020], [1.8412, 0.1038, -1.4623], [2.0958, -1.0994, -2.1085], [2.7383, -1.1139, -3.3384], [3.1382, 0.0840, -3.9114], [2.9379, 1.2775, -3.2326], [2.3107, 1.3134, -1.9907], [2.2253, 2.6005, -1.2197], [5.4739, -3.1357, 2.0201], [5.0700, -2.4184, 0.4712], [3.7964, -2.7365, 1.6517], [6.6626, -1.6316, 3.3916], [7.0037, 0.5985, 4.3707], [5.5949, 2.5028, 3.6428], [3.8492, 2.1498, 1.9336], [3.5379, -0.6398, -0.0926], [2.1852, 0.2814, 2.8231], [-2.4785, 2.6462, 1.4057], [-2.4168, 3.5522, 3.6441], [-0.6289, 2.8631, 5.2143], [1.2296, 1.5964, 5.7616], [2.4439, 1.6806, 4.4947], [1.5947, 0.1642, 4.8233], [1.8083, -2.0271, -1.6328], [2.9398, -2.0547, -3.8330], [3.6410, 0.0887, -4.8694], [3.2951, 2.2042, -3.6660], [2.2920, 3.4614, -1.8826], [3.0576, 2.6691, -0.5130], [1.3097, 2.6830, -0.6314], [-0.9291, -3.2725, -1.6068], [-2.5344, -2.3983, -1.2020], [-3.2274, -1.3559, -2.6150], [-3.8695, -3.6662, -0.8860], [-2.2157, -1.1899, 0.3083], [-3.4349, -0.3216, 0.3246], [-4.7474, -0.5849, 0.6724], [-5.6924, 0.4089, 0.4538], [-5.3086, 1.6203, -0.1005], [-3.9707, 1.8301, -0.3810], [-3.0615, 0.8841, -0.1526], [-1.8123, -2.1200, 1.9765], [-2.1943, -0.9674, 3.4067], [-0.0272, -2.6891, 1.9356], [-2.8875, -3.6409, 2.2119], [-0.8124, -3.4521, -2.6776], [-0.9159, -4.2479, -1.1143], [-0.0589, -2.7256, -1.2538], [-2.9428, -1.7948, -3.5748], [-2.9661, -0.2996, -2.6355], [-4.3176, -1.4091, -2.5585], [-4.1282, -4.0473, -1.8798], [-4.7857, -3.2471, -0.4709], [-3.5642, -4.5148, -0.2799], [-5.0256, -1.5401, 1.0939], [-6.7302, 0.2342, 0.7059], [-6.0311, 2.3984, -0.2984], [-3.6206, 2.7740, -0.7812], [-1.4041, -0.2511, 3.6277], [-2.3400, -1.5872, 4.2948], [-3.1183, -0.4054, 3.2542], [0.6619, -1.9482, 1.5261], [0.0720, -3.6012, 1.3436], [0.3036, -2.9228, 2.9502], [-3.9442, -3.4893, 1.9901], [-2.8206, -3.9109, 3.2690], [-2.5396, -4.4995, 1.6391], [-0.4520, 2.3629, -7.0086], [-1.0109, 2.9932, -5.9554], [-1.5810, 4.0581, -6.0177], [-0.9191, 2.2947, -4.6115], [-0.6797, 0.9405, -4.4281], [-0.6389, 0.4291, -3.1474], [-0.8609, 1.1905, -2.0655], [-1.1136, 2.5027, -2.2426], [-1.1392, 3.0850, -3.4870], [-0.4982, 2.8184, -7.9064], [0.1168, 1.5417, -6.9187], [-0.5276, 0.2608, -5.2549], [-0.4278, -0.6191, -2.9737], [-1.2748, 3.0854, -1.3428], [-1.3495, 4.1385, -3.6086]],
  "lowdin_charge": [1.51, -0.03, -0.20, -0.02, -0.05, -0.06, -0.04, -0.20, 0.17, -0.36, 0.17, -0.20, -0.22, -0.10, -0.05, 0.00, -0.21, -0.02, -0.03, -0.29, -0.06, -0.06, -0.06, -0.02, -0.22, -0.02, 0.09, 0.09, 0.08, 0.12, 0.12, 0.12, 0.12, 0.15, 0.12, 0.08, 0.12, 0.13, 0.09, 0.08, 0.10, 0.10, 0.12, 0.12, 0.12, 0.09, 0.09, 0.06, -0.16, 0.51, -0.16, -0.16, -0.45, -0.41, 0.00, -0.01, -0.02, -0.10, -0.05, 0.50, -0.14, -0.16, -0.16, 0.05, 0.05, -0.01, 0.05, 0.01, 0.05, 0.06, 0.04, 0.03, 0.12, 0.13, 0.12, 0.12, 0.01, 0.05, 0.04, -0.01, 0.04, 0.05, 0.03, 0.05, 0.03, 0.20, -0.49, 0.10, -0.08, 0.04, -0.12, -0.09, -0.10, 0.05, 0.13, 0.10, 0.13, 0.11, 0.12, 0.14]
}